{"formula": "C45H100F6N8NaO12S6", "method": "ωB97M-V/def2-TZVPD", "gap_ha": 0.3058, "total_charge": 3, "relative_energy_kcal_mol": 25.6, "max_force_ev_per_a": 14.49, "e_homo_ev": -14.8, "species": ["Na", "C", "C", "C", "N", "C", "C", "C", "C", "C", "C", "H", "H", "H", "H", "H", "H", "H", "H", "H", "H", "H", "H", "H", "H", "H", "H", "H", "H", "H", "H", "C", "C", "C", "N", "C", "C", "C", "C", "C", "C", "H", "H", "H", "H", "H", "H", "H", "H", "H", "H", "H", "H", "H", "H", "H", "H", "H", "H", "H", "H", "C", "C", "C", "N", "C", "C", "C", "C", "C", "C", "H", "H", "H", "H", "H", "H", "H", "H", "H", "H", "H", "H", "H", "H", "H", "H", "H", "H", "H", "H", "C", "C", "C", "N", "C", "C", "C", "C", "C", "C", "H", "H", "H", "H", "H", "H", "H", "H", "H", "H", "H", "H", "H", "H", "H", "H", "H", "H", "H", "H", "C", "C", "C", "N", "C", "C", "C", "C", "C", "C", "H", "H", "H", "H", "H", "H", "H", "H", "H", "H", "H", "H", "H", "H", "H", "H", "H", "H", "H", "H", "N", "S", "O", "O", "F", "S", "O", "O", "F", "N", "S", "O", "O", "F", "S", "O", "O", "F", "N", "S", "O", "O", "F", "S", "O", "O", "F"], "xyz": [[3.41, 8.41, 8.84], [8.10, 8.59, 11.49], [9.51, 8.34, 12.00], [10.61, 9.26, 11.47], [12.04, 9.04, 11.98], [12.49, 7.50, 12.05], [13.77, 7.38, 12.90], [13.68, 7.95, 14.27], [13.32, 9.44, 14.17], [12.07, 9.66, 13.46], [13.04, 9.82, 11.11], [7.41, 8.11, 12.17], [7.82, 8.05, 10.58], [7.79, 9.64, 11.42], [9.67, 7.28, 11.77], [9.51, 8.47, 13.08], [10.27, 10.30, 11.42], [10.76, 9.08, 10.41], [11.71, 7.08, 12.69], [12.49, 7.07, 11.05], [13.92, 6.30, 12.91], [14.61, 7.74, 12.32], [12.99, 7.36, 14.87], [14.67, 8.00, 14.71], [13.19, 9.88, 15.16], [14.12, 10.06, 13.77], [11.23, 9.23, 14.00], [11.77, 10.70, 13.37], [12.99, 9.35, 10.12], [14.09, 9.89, 11.37], [12.68, 10.85, 11.03], [-3.56, 9.92, 9.09], [-2.53, 9.97, 10.25], [-1.63, 11.26, 10.34], [-0.51, 11.17, 11.37], [-1.14, 10.53, 12.70], [-0.17, 10.67, 13.91], [0.26, 12.11, 14.19], [0.89, 12.73, 12.89], [0.05, 12.55, 11.62], [0.71, 10.34, 10.92], [-4.36, 9.22, 9.32], [-3.22, 9.69, 8.08], [-4.09, 10.87, 9.04], [-1.88, 9.09, 10.17], [-3.09, 9.74, 11.15], [-2.12, 12.20, 10.57], [-1.22, 11.46, 9.35], [-2.07, 11.03, 12.94], [-1.36, 9.50, 12.42], [-0.68, 10.28, 14.79], [0.60, 9.92, 13.74], [-0.54, 12.73, 14.59], [0.89, 11.98, 15.06], [1.02, 13.81, 13.02], [1.89, 12.32, 12.74], [-0.84, 13.14, 11.83], [0.56, 12.96, 10.75], [1.12, 10.86, 10.05], [0.27, 9.44, 10.48], [1.43, 10.18, 11.73], [-3.39, 8.09, 0.07], [-2.99, 6.82, 0.83], [-1.95, 7.21, 1.90], [-1.27, 6.08, 2.68], [-0.47, 5.19, 1.64], [0.47, 4.20, 2.32], [1.40, 4.88, 3.32], [0.64, 5.71, 4.40], [-0.31, 6.72, 3.74], [-2.30, 5.26, 3.46], [-2.63, 8.87, 0.07], [-4.31, 8.58, 0.39], [-3.63, 7.82, -0.96], [-2.58, 6.06, 0.17], [-3.86, 6.30, 1.23], [-2.38, 7.88, 2.65], [-1.09, 7.69, 1.44], [0.09, 5.77, 0.91], [-1.17, 4.61, 1.05], [0.92, 3.56, 1.56], [-0.21, 3.51, 2.82], [2.17, 5.50, 2.86], [2.05, 4.16, 3.82], [1.43, 6.22, 4.96], [0.07, 5.21, 5.17], [0.31, 7.41, 3.17], [-0.95, 7.31, 4.40], [-2.99, 6.02, 3.84], [-1.88, 4.74, 4.32], [-2.78, 4.51, 2.82], [4.84, 12.32, 15.81], [5.18, 13.55, 14.87], [4.88, 13.32, 13.36], [5.59, 14.30, 12.34], [7.09, 14.03, 12.15], [7.32, 12.67, 11.49], [6.61, 12.48, 10.14], [5.10, 12.82, 10.26], [4.80, 14.13, 10.94], [5.43, 15.75, 12.84], [5.14, 11.38, 15.35], [3.76, 12.28, 15.93], [5.11, 12.41, 16.86], [6.26, 13.68, 15.01], [4.64, 14.46, 15.12], [3.81, 13.52, 13.38], [5.08, 12.30, 13.03], [7.56, 14.01, 13.13], [7.54, 14.88, 11.65], [7.00, 11.83, 12.10], [8.38, 12.44, 11.36], [6.81, 11.50, 9.70], [7.03, 13.15, 9.38], [4.53, 12.00, 10.69], [4.65, 12.79, 9.27], [3.75, 14.26, 11.21], [5.05, 14.98, 10.31], [4.42, 15.84, 13.26], [5.58, 16.39, 11.97], [6.25, 15.97, 13.52], [5.46, 12.94, 3.89], [5.11, 11.69, 4.64], [5.68, 10.36, 4.00], [5.32, 9.02, 4.79], [6.32, 7.88, 4.30], [6.01, 7.57, 2.77], [4.53, 7.17, 2.57], [3.55, 8.19, 3.17], [3.87, 8.62, 4.65], [5.63, 9.30, 6.31], [6.53, 13.13, 3.89], [5.11, 13.89, 4.31], [5.15, 12.77, 2.85], [4.06, 11.60, 4.91], [5.68, 11.90, 5.55], [6.76, 10.30, 3.84], [5.21, 10.34, 3.02], [7.36, 8.19, 4.39], [6.04, 6.99, 4.86], [6.21, 8.47, 2.18], [6.73, 6.77, 2.55], [4.35, 6.85, 1.55], [4.50, 6.29, 3.22], [3.48, 9.16, 2.68], [2.51, 7.84, 3.13], [3.25, 9.48, 4.89], [3.56, 7.84, 5.34], [5.01, 10.14, 6.64], [6.71, 9.42, 6.43], [5.51, 8.35, 6.83], [3.94, 6.28, 8.23], [3.16, 5.06, 7.75], [3.23, 3.77, 8.46], [2.87, 4.96, 6.31], [1.72, 5.45, 8.34], [5.44, 5.50, 8.23], [6.25, 5.47, 7.01], [5.73, 4.54, 9.28], [6.06, 6.82, 8.91], [2.10, 10.21, 7.38], [1.58, 11.54, 7.03], [0.75, 12.26, 8.00], [1.41, 11.96, 5.65], [3.00, 12.28, 7.25], [0.58, 9.55, 6.89], [0.20, 9.43, 5.48], [-0.48, 9.52, 7.89], [1.18, 8.06, 7.03], [3.15, 8.26, 11.22], [2.49, 7.06, 11.77], [1.60, 7.25, 12.92], [3.09, 5.74, 11.53], [1.24, 7.05, 10.67], [4.05, 8.48, 12.57], [4.83, 7.43, 13.16], [3.52, 9.39, 13.52], [5.20, 9.30, 11.84]]}